(1)
Below is a molecular structure, C6H9N in a non-equilibrium geometry, with properties calculated with the ωB97M-V functional and the def2-TZVPD basis.

The geometry in ORCA input format:
```
! wB97M-V def2-TZVPD RIJCOSX def2/J DEFGRID3
* xyz 0 1
C 1.866 0.433 0.094
N 0.948 -0.583 -0.417
C 0.065 -1.144 0.591
C -1.009 -0.113 0.827
C -0.946 0.960 -0.244
C -0.278 -0.108 -1.124
C -1.091 -1.175 -0.327
H 1.399 1.171 0.767
H 2.328 0.974 -0.739
H 2.663 -0.065 0.655
H 0.380 -1.867 1.334
H -1.643 -0.147 1.709
H -0.442 1.905 -0.035
H -1.945 1.144 -0.666
H -0.164 0.015 -2.205
H -2.131 -1.400 -0.221
*
```

Output
E_HOMO in hartree: -0.311
Frontier orbital gap in eV: 9.61
Maximum force in Eh/bohr: 0.032
ΔE to the lowest compared entry with this formula, charge and spin in kcal per mole: 91.74

Results of the Löwdin charge analysis, in e, for atoms 1 through 8: C -0.0874; N -0.1112; C -0.2228; C -0.1702; C -0.1265; C -0.1987; C -0.0684; H 0.0777

---

(2)
Below is 6 unconnected molecules or ions with the total composition C29H49NO12 in a non-equilibrium geometry, with properties calculated with the ωB97M-V functional and the def2-TZVPD basis.

The geometry in ORCA input format:
```
! wB97M-V def2-TZVPD RIJCOSX def2/J DEFGRID3
* xyz 0 1
C 6.865 0.891 0.371
C 6.211 1.082 1.520
C 5.269 0.145 2.229
O 5.383 -1.233 1.999
C 4.695 -1.837 0.916
C 5.555 -2.046 -0.352
C 3.371 -1.239 0.495
O 2.316 -1.683 1.338
C 1.045 -1.385 0.812
C 0.413 -0.145 1.457
C -0.659 0.505 0.573
N -0.397 1.950 0.375
H 6.966 1.710 -0.333
H 7.285 -0.063 0.088
H 6.388 2.015 2.053
H 5.467 0.276 3.299
H 4.270 0.566 2.088
H 4.453 -2.850 1.243
H 5.231 -2.950 -0.864
H 6.590 -2.160 -0.039
H 5.427 -1.188 -1.006
H 3.159 -1.603 -0.515
H 3.365 -0.144 0.432
H 1.049 -1.230 -0.271
H 0.376 -2.229 0.995
H 1.219 0.571 1.637
H -0.051 -0.411 2.405
H -0.771 0.014 -0.397
H -1.616 0.400 1.092
H -1.299 2.400 0.299
H 0.013 2.278 1.239
O -1.868 3.366 2.407
C -1.497 2.923 3.456
O -0.213 2.554 3.670
C -0.081 1.951 4.970
C -1.265 2.474 5.771
C -2.329 2.642 4.688
H -0.104 0.866 4.850
H 0.878 2.236 5.397
H -1.557 1.813 6.584
H -1.022 3.448 6.201
H -2.894 1.723 4.521
H -3.008 3.466 4.888
O -3.618 -0.206 1.733
C -4.464 0.210 0.992
O -5.707 -0.309 0.931
C -6.457 0.329 -0.127
C -5.768 1.664 -0.355
C -4.316 1.328 -0.021
H -6.420 -0.306 -1.011
H -7.492 0.439 0.185
H -5.918 2.055 -1.359
H -6.145 2.403 0.355
H -3.774 0.944 -0.887
H -3.780 2.170 0.413
O 7.401 -3.433 -3.273
C 7.369 -4.445 -2.640
O 6.405 -5.388 -2.791
C 6.578 -6.431 -1.816
C 8.041 -6.356 -1.403
C 8.332 -4.863 -1.545
H 5.900 -6.239 -0.981
H 6.315 -7.384 -2.269
H 8.227 -6.754 -0.408
H 8.654 -6.917 -2.110
H 8.087 -4.310 -0.637
H 9.358 -4.664 -1.840
O -6.873 -0.425 -3.251
C -7.589 -1.380 -3.344
O -8.854 -1.392 -2.866
C -9.431 -2.701 -3.022
C -8.628 -3.359 -4.136
C -7.250 -2.729 -3.944
H -9.340 -3.233 -2.073
H -10.486 -2.597 -3.266
H -8.634 -4.446 -4.083
H -9.033 -3.068 -5.106
H -6.641 -3.284 -3.229
H -6.710 -2.609 -4.879
O -1.309 6.465 -3.991
C -0.994 6.059 -2.910
O 0.268 5.681 -2.605
C 0.313 5.139 -1.269
C -0.903 5.717 -0.561
C -1.900 5.847 -1.710
H 0.273 4.050 -1.333
H 1.247 5.431 -0.796
H -1.249 5.099 0.266
H -0.668 6.707 -0.166
H -2.472 4.931 -1.864
H -2.574 6.691 -1.586
*
```

Output
E_HOMO in hartree: -0.318
SMILES string: C=CCO[C@H](C)COCCCN.O=C1CCCO1.O=C1CCCO1.O=C1CCCO1.O=C1CCCO1.O=C1CCCO1
Frontier orbital gap in eV: 9.21
Maximum force in Eh/bohr: 0.036

Results of the Löwdin charge analysis, in e, for atoms 1 through 8: C 0.0077; C -0.1388; C -0.2308; O -0.0790; C -0.3446; C -0.0428; C -0.1809; O -0.1208

---

(3)
Below is 2 unconnected molecules or ions with the total composition C11H26N2O4P in a non-equilibrium geometry, with properties calculated with the ωB97M-V functional and the def2-TZVPD basis.

The geometry in ORCA input format:
```
! wB97M-V def2-TZVPD RIJCOSX def2/J DEFGRID3
* xyz 1 1
N 5.386 2.994 1.433
C 4.406 2.269 2.233
C 3.647 1.236 1.387
C 2.302 1.796 0.885
C 1.196 0.740 0.844
C -0.215 1.339 0.509
C -0.362 2.844 0.321
C -0.955 3.436 1.639
C -1.348 2.199 2.359
N -1.004 1.129 1.770
H 5.853 3.709 1.973
H 4.966 3.419 0.616
H 4.968 1.722 2.992
H 3.717 2.922 2.786
H 4.285 0.986 0.542
H 3.460 0.382 2.036
H 1.988 2.596 1.561
H 2.410 2.213 -0.117
H 1.424 0.009 0.068
H 1.169 0.199 1.790
H -0.679 0.701 -0.237
H -1.114 2.970 -0.457
H 0.501 3.406 -0.010
H -1.855 3.958 1.320
H -0.290 4.017 2.274
H -1.868 2.190 3.310
H -1.244 0.223 2.160
C -0.940 -2.406 -0.492
O -1.729 -3.560 -0.769
P -2.754 -3.532 -2.040
O -3.597 -4.719 -1.887
O -1.621 -3.627 -3.173
C -1.034 -4.908 -3.435
O -3.537 -2.387 -2.818
C -4.917 -2.161 -2.455
H -0.254 -2.649 0.317
H -0.358 -2.118 -1.373
H -1.578 -1.569 -0.186
H -1.672 -5.718 -3.087
H -0.061 -4.976 -2.946
H -0.898 -4.991 -4.510
H -5.075 -2.238 -1.381
H -5.541 -2.886 -2.970
H -5.176 -1.158 -2.785
*
```

Output
E_HOMO in hartree: -0.431
Frontier orbital gap in eV: 7.41
Maximum force in Eh/bohr: 0.088
ΔE to the lowest compared entry with this formula, charge and spin in kcal per mole: 0.00

Results of the Löwdin charge analysis, in e, for atoms 1 through 8: N -0.0033; C -0.3001; C -0.1776; C -0.2094; C -0.1325; C -0.2072; C -0.0993; C -0.0730

---

(4)
Below is C8H11P in the gas phase in a non-equilibrium geometry, with properties calculated with the ωB97M-V functional and the def2-TZVPD basis.

The geometry in ORCA input format:
```
! wB97M-V def2-TZVPD RIJCOSX def2/J DEFGRID3
* xyz 0 1
C -0.357 0.244 -1.798
C 0.785 0.995 -1.701
C -1.442 0.410 -0.849
C 0.909 1.765 -0.474
C -0.730 -1.027 1.208
C 0.391 -1.767 0.464
C -1.400 0.078 0.420
C 0.893 1.014 0.608
P 1.780 -0.602 0.319
H -0.655 -0.401 -2.532
H 1.549 1.125 -2.499
H -2.404 0.902 -1.213
H 0.845 2.897 -0.419
H -1.608 -1.744 1.368
H -0.277 -0.469 2.024
H 0.590 -2.635 1.150
H -0.138 -2.050 -0.411
H -2.094 0.601 1.161
H 0.985 1.514 1.552
H 2.378 -0.851 1.622
*
```

Output
E_HOMO in hartree: -0.294
SMILES string: C1=C\C=C/PCC\C=C/1
Frontier orbital gap in eV: 9.00
Maximum force in Eh/bohr: 0.063
ΔE to the lowest compared entry with this formula, charge and spin in kcal per mole: 61.77

Results of the Löwdin charge analysis, in e, for atoms 1 through 8: C -0.1089; C -0.1550; C -0.1521; C -0.2314; C -0.2895; C -0.4362; C -0.1834; C -0.3524

---

(5)
Below is 13 unconnected molecules or ions with the total composition C22H70O24 in a non-equilibrium geometry, with properties calculated with the ωB97M-V functional and the def2-TZVPD basis.

The geometry in ORCA input format:
```
! wB97M-V def2-TZVPD RIJCOSX def2/J DEFGRID3
* xyz 0 1
O -20.910 12.782 4.728
H -21.119 13.246 3.911
H -20.015 12.499 4.568
O -18.319 12.105 4.147
H -17.870 12.981 4.107
H -17.925 11.442 3.551
C -22.981 11.074 7.284
C -23.196 10.306 6.001
O -23.383 11.168 4.887
O -22.868 10.217 8.367
H -23.800 11.731 7.540
H -22.150 11.704 7.116
H -24.074 9.615 6.045
H -22.402 9.691 5.637
H -22.814 11.938 5.014
H -22.569 10.894 8.969
C -19.610 5.175 7.876
C -20.495 4.470 8.860
O -20.907 3.276 8.272
O -19.129 6.373 8.379
H -20.172 5.519 7.026
H -18.912 4.486 7.485
H -21.314 5.083 9.062
H -19.993 4.389 9.836
H -20.248 2.612 8.271
H -19.759 7.148 8.448
C -21.609 6.856 3.712
C -20.909 6.658 2.338
O -21.447 5.455 1.748
O -21.268 8.081 4.331
H -21.387 6.001 4.414
H -22.704 6.883 3.494
H -19.780 6.725 2.431
H -21.188 7.490 1.679
H -20.999 5.288 0.926
H -21.575 8.066 5.247
C -17.816 5.835 4.240
C -17.952 7.102 5.026
O -18.375 8.110 4.147
O -17.367 4.834 5.147
H -17.150 5.870 3.411
H -18.837 5.522 3.859
H -16.949 7.329 5.521
H -18.747 6.994 5.778
H -19.307 8.055 3.937
H -17.759 4.019 4.876
C -16.282 13.391 8.608
C -16.970 14.221 7.560
O -16.075 15.102 7.028
O -17.066 12.377 9.071
H -16.055 13.974 9.454
H -15.361 12.870 8.296
H -17.950 14.727 7.901
H -17.291 13.484 6.775
H -15.289 15.267 7.555
H -17.623 11.939 8.406
C -15.195 11.906 11.993
C -15.791 10.534 12.017
O -17.030 10.615 11.309
O -13.996 11.929 12.845
H -15.935 12.704 12.253
H -14.877 12.135 10.962
H -15.973 10.063 13.032
H -15.130 9.861 11.547
H -17.072 11.238 10.587
H -14.186 11.862 13.787
C -21.607 10.831 11.616
C -20.212 10.297 11.899
O -20.198 9.721 13.162
O -21.629 11.497 10.362
H -22.018 11.459 12.468
H -22.269 10.043 11.441
H -19.446 11.031 11.823
H -20.027 9.586 11.102
H -20.809 8.977 13.186
H -21.222 12.369 10.416
C -18.261 7.237 11.882
C -17.070 7.036 10.961
O -15.903 7.278 11.589
O -19.436 6.694 11.311
H -18.379 8.314 11.997
H -18.059 6.881 12.895
H -17.277 7.833 10.256
H -17.021 6.096 10.464
H -15.165 7.125 10.967
H -20.010 7.412 10.999
C -23.702 5.912 9.955
C -23.419 7.385 9.676
O -24.272 7.866 8.669
O -23.078 5.720 11.221
H -23.375 5.192 9.274
H -24.785 5.814 9.902
H -22.395 7.483 9.386
H -23.647 7.992 10.568
H -24.150 8.824 8.830
H -23.171 4.781 11.447
C -14.768 9.245 6.519
C -15.652 9.491 7.673
O -14.957 9.547 8.886
O -15.532 9.285 5.384
H -14.326 8.195 6.454
H -13.912 9.958 6.424
H -16.392 8.663 7.738
H -16.129 10.430 7.694
H -14.400 10.245 8.827
H -15.246 8.485 4.893
C -19.166 10.071 7.058
C -19.361 9.993 8.528
O -20.299 8.994 8.786
O -18.404 11.230 6.742
H -20.109 10.150 6.581
H -18.729 9.167 6.710
H -19.793 10.897 8.879
H -18.331 9.869 8.982
H -21.139 9.443 8.717
H -18.478 11.397 5.767
*
```

Output
E_HOMO in hartree: -0.331
Frontier orbital gap in eV: 8.92
Maximum force in Eh/bohr: 0.088
ΔE to the lowest compared entry with this formula, charge and spin in kcal per mole: 90.18

Results of the Löwdin charge analysis, in e, for atoms 1 through 8: O -0.0399; H 0.0560; H -0.0263; O -0.0454; H 0.1069; H 0.1011; C -0.2294; C -0.2191

---

(6)
Below is a molecular structure, C26H29N7RhS2 in a non-equilibrium geometry, with properties calculated with the ωB97M-V functional and the def2-TZVPD basis.

The geometry in ORCA input format:
```
! wB97M-V def2-TZVPD RIJCOSX def2/J DEFGRID3
* xyz 1 1
Rh 0.173 1.721 -0.703
N -0.997 4.402 2.572
C -0.493 3.503 1.710
S -0.007 4.093 0.137
N -0.319 2.269 2.095
N 0.054 1.367 1.210
C 0.665 0.197 1.627
C 0.227 -0.453 2.833
C 1.114 -1.171 3.652
C 0.670 -1.797 4.797
C -0.664 -1.711 5.175
C -1.544 -0.955 4.411
C -1.109 -0.338 3.258
C 1.742 -0.192 0.789
C 2.522 -1.366 0.898
C 3.614 -1.536 0.084
C 3.941 -0.552 -0.852
C 3.074 0.518 -0.992
N 1.994 0.675 -0.248
H -1.006 5.378 2.327
H -1.175 4.124 3.522
H 2.168 -1.164 3.427
H 1.374 -2.337 5.413
H -1.013 -2.201 6.071
H -2.573 -0.843 4.722
H -1.804 0.238 2.669
H 2.255 -2.131 1.607
H 4.217 -2.428 0.157
H 4.825 -0.624 -1.462
H 3.277 1.292 -1.721
C 0.333 0.802 -3.525
N 0.197 2.091 -2.836
C 1.230 3.013 -3.317
C -1.139 2.656 -3.131
C -2.195 2.013 -2.269
C -3.531 1.954 -2.641
C -4.481 1.448 -1.769
C -4.103 1.008 -0.512
C -2.770 1.045 -0.137
C -1.816 1.547 -1.004
H 0.250 0.935 -4.610
H -0.464 0.135 -3.197
H 1.299 0.345 -3.299
H 1.124 3.209 -4.392
H 2.219 2.588 -3.149
H 1.167 3.957 -2.773
H -1.366 2.558 -4.201
H -1.117 3.726 -2.887
H -3.838 2.303 -3.617
H -5.517 1.390 -2.068
H -4.840 0.633 0.181
H -2.495 0.676 0.840
C 1.164 -3.584 -2.108
N 0.669 -3.726 -0.767
C 0.951 -4.734 0.121
C 0.322 -4.456 1.285
N -0.341 -3.265 1.108
C -0.131 -2.819 -0.155
S -0.780 -1.444 -0.842
H 1.341 -4.561 -2.553
H 2.094 -3.010 -2.107
H 0.419 -3.049 -2.699
H 1.568 -5.570 -0.137
H 0.286 -5.009 2.200
H -0.912 -2.785 1.787
*
```

Output
E_HOMO (spin up / spin down) in hartree: -0.371 / -0.369
Frontier orbital gap (spin up / spin down) in eV: 5.90 / 5.90
Maximum force in Eh/bohr: 0.075
ΔE to the lowest compared entry with this formula, charge and spin in kcal per mole: 54.81

Results of the Löwdin charge analysis, in e, for atoms 1 through 8: Rh 0.9087; N 0.1061; C -0.8094; S 0.7008; N 0.0176; N -0.1274; C -0.1707; C -0.1810

---

- Which formula does entry 3 have?
  C11H26N2O4P

---

- The lowest maximum force belongs to which entry?
  C6H9N

---

- Which value of maximum force does entry 6 give?
  0.075 Eh/bohr